C14H12O2 | ωB97M-V with the def2-TZVPD basis set

## Properties
gap between HOMO and LUMO = 8.4 eV
net charge = 0
ΔE to the lowest compared entry with this formula, charge and spin = 128.0 kJ/mol
E_tot = -691.11400 hartree
SMILES = Cc1ccccc1CC1=CC(=O)C=CC1=O

The geometry in XYZ format:
```
28
C14H12O2 | OMol25 | ωB97M-V with the def2-TZVPD basis set
C 2.583 -2.089 0.458
C 2.262 -0.604 0.399
C 3.298 0.283 0.509
C 3.093 1.638 0.434
C 1.811 2.078 0.248
C 0.768 1.195 0.149
C 0.958 -0.163 0.212
C -0.163 -1.186 0.077
C -1.484 -0.596 -0.359
C -1.673 0.123 -1.461
C -3.056 0.668 -1.724
O -3.570 0.693 -2.822
C -3.772 1.135 -0.474
C -3.594 0.409 0.622
C -2.713 -0.815 0.500
O -2.987 -1.884 1.008
H 3.637 -2.227 0.211
H 2.412 -2.509 1.452
H 2.000 -2.622 -0.294
H 4.323 -0.037 0.662
H 3.902 2.349 0.534
H 1.635 3.146 0.175
H -0.220 1.605 -0.015
H 0.134 -2.028 -0.550
H -0.321 -1.609 1.078
H -0.854 0.340 -2.140
H -4.373 2.037 -0.465
H -4.037 0.669 1.577
```


C14H12O5 | ωB97M-V with the def2-TZVPD basis set

## Properties
gap between HOMO and LUMO = 9.1 eV
net charge = 0
ΔE to the lowest compared entry with this formula, charge and spin = 257.8 kJ/mol
E_tot = -916.82798 hartree
SMILES = CC(=O)C1=C(C)O[C@]2(O)c3ccccc3C(=O)[C@]12O

The geometry in XYZ format:
```
31
C14H12O5 | OMol25 | ωB97M-V with the def2-TZVPD basis set
C 1.426 3.235 1.226
C 0.016 2.654 1.148
O -0.902 3.430 1.550
C -0.318 1.200 0.703
C 0.500 0.143 0.609
C 1.923 -0.043 0.879
O -0.110 -1.123 0.535
C -1.523 -0.798 0.382
O -2.166 -1.584 1.281
C -1.936 -1.012 -1.058
C -1.821 -2.187 -1.785
C -2.034 -2.256 -3.133
C -2.301 -1.078 -3.834
C -2.617 0.056 -3.037
C -2.381 0.187 -1.664
C -2.293 1.268 -0.725
O -2.767 2.408 -0.956
C -1.798 0.712 0.636
O -2.512 0.971 1.845
H 1.741 3.399 0.244
H 1.545 4.188 1.785
H 2.151 2.523 1.693
H 2.399 0.531 0.176
H 2.178 0.275 1.928
H 2.144 -1.090 0.655
H -2.192 -1.135 2.154
H -1.625 -3.011 -1.091
H -2.107 -3.123 -3.744
H -2.255 -1.037 -4.891
H -2.971 1.010 -3.499
H -2.500 1.911 1.972
```


C14H13BrN2PdS2 | ωB97M-V with the def2-TZVPD basis set

## Properties
gap between HOMO and LUMO = 7.4 eV
net charge = 0
ΔE to the lowest compared entry with this formula, charge and spin = 89.8 kJ/mol
E_tot = -4149.11595 hartree

The geometry in XYZ format:
```
33
C14H13BrN2PdS2 | OMol25 | ωB97M-V with the def2-TZVPD basis set
Pd -1.115 -1.011 -0.344
C -1.054 -1.870 3.903
C -0.789 -0.608 4.416
C -0.780 0.486 3.574
C -1.049 0.302 2.222
N -1.275 -0.941 1.729
C -1.278 -1.992 2.546
C -1.084 1.351 1.197
C -1.131 2.714 1.471
C -1.161 3.629 0.435
C -1.144 3.180 -0.877
C -1.117 1.823 -1.175
C -1.092 0.892 -0.136
H -1.073 -2.745 4.534
H -0.581 -0.483 5.470
H -0.558 1.474 3.951
H -1.459 -2.955 2.082
H -1.154 3.061 2.497
H -1.208 4.687 0.650
H -1.174 3.896 -1.689
H -1.147 1.486 -2.200
S 1.339 -2.262 0.064
C 1.898 -1.917 -1.464
N 1.855 -0.727 -2.048
C 2.154 -0.623 -3.462
C 2.726 -1.977 -3.917
S 2.604 -3.117 -2.502
H 1.308 -0.004 -1.587
H 2.873 0.182 -3.627
H 1.232 -0.391 -3.999
H 3.764 -1.892 -4.230
H 2.143 -2.386 -4.738
Br -1.472 -1.261 -2.750
```


C14H13BrN2PdS2 | ωB97M-V with the def2-TZVPD basis set

## Properties
gap between HOMO and LUMO = 8.5 eV
net charge = 0
ΔE to the lowest compared entry with this formula, charge and spin = 0.0 kJ/mol
E_tot = -4149.15017 hartree

The geometry in XYZ format:
```
33
C14H13BrN2PdS2 | OMol25 | ωB97M-V with the def2-TZVPD basis set
Pd 0.262 -0.767 -0.853
C -0.927 -2.236 3.075
C -0.139 -3.370 3.200
C 0.710 -3.716 2.169
C 0.769 -2.926 1.025
N 0.004 -1.819 0.921
C -0.821 -1.491 1.918
C 1.611 -3.192 -0.144
C 2.460 -4.296 -0.218
C 3.220 -4.510 -1.352
C 3.123 -3.617 -2.411
C 2.281 -2.515 -2.339
C 1.509 -2.276 -1.205
H -1.610 -1.926 3.852
H -0.190 -3.980 4.093
H 1.329 -4.597 2.244
H -1.415 -0.600 1.772
H 2.533 -4.993 0.607
H 3.881 -5.365 -1.412
H 3.712 -3.777 -3.306
H 2.230 -1.838 -3.178
S -1.261 1.062 -0.158
C -2.443 1.243 -1.323
N -2.495 0.648 -2.502
C -3.450 1.191 -3.455
C -4.590 1.743 -2.610
S -3.788 2.335 -1.089
H -1.640 0.186 -2.824
H -3.796 0.409 -4.129
H -2.973 1.978 -4.046
H -5.310 0.968 -2.353
H -5.104 2.566 -3.099
Br 0.681 0.298 -3.025
```


C14H13Cl2MoN5O3S3 | ωB97M-V with the def2-TZVPD basis set

## Properties
gap between HOMO and LUMO (spin up / spin down) = 7.0 / 7.0 eV
net charge = +2
ΔE to the lowest compared entry with this formula, charge and spin = 64.0 kJ/mol
E_tot = -3223.41747 hartree

The geometry in XYZ format:
```
41
C14H13Cl2MoN5O3S3 | OMol25 | ωB97M-V with the def2-TZVPD basis set
Mo 0.656 0.919 -0.808
C -3.165 -1.415 -1.456
C -1.758 -0.967 -1.257
N -1.442 0.272 -1.088
N -2.468 1.193 -1.096
C -2.206 2.463 -0.752
N -3.203 3.333 -0.748
S -0.644 2.951 -0.343
C -0.618 -1.887 -1.243
C -0.732 -3.253 -1.383
C 0.425 -4.030 -1.356
C 1.638 -3.406 -1.185
C 1.684 -2.020 -1.056
N 0.579 -1.282 -1.093
H -3.601 -0.925 -2.333
H -3.768 -1.174 -0.576
H -3.238 -2.481 -1.626
H -3.385 0.877 -1.377
H -4.149 3.087 -0.996
H -3.028 4.298 -0.511
H -1.696 -3.719 -1.514
H 0.364 -5.104 -1.469
H 2.566 -3.960 -1.155
H 2.620 -1.498 -0.942
O 1.551 2.558 -1.834
S 2.179 1.507 -2.766
O 2.497 0.529 -1.557
O 3.290 1.891 -3.536
S 0.548 0.669 -3.527
Cl 2.578 2.656 1.110
C 2.039 1.710 2.441
C 2.489 1.929 3.724
C 2.006 1.101 4.734
C 1.096 0.074 4.491
C 0.649 -0.139 3.205
Cl -0.469 -1.400 2.860
C 1.114 0.678 2.163
N 0.702 0.549 0.881
H 3.202 2.713 3.932
H 2.353 1.257 5.747
H 0.743 -0.553 5.297
```


C14H13F | ωB97M-V with the def2-TZVPD basis set

## Properties
gap between HOMO and LUMO (spin up / spin down) = 5.8 / 6.7 eV
net charge = 0
multiplicity = 3
E_tot = -640.92143 hartree

The geometry in XYZ format:
```
28
C14H13F | OMol25 | ωB97M-V with the def2-TZVPD basis set
C 3.125 2.333 0.146
C -3.062 -1.127 2.017
C 3.315 1.049 0.521
C 1.940 2.677 -0.553
C -2.657 0.066 1.506
C -2.281 -2.246 1.652
C 2.369 0.081 0.163
C 1.036 1.734 -0.939
C -1.682 0.222 0.552
C -1.196 -2.073 0.844
C 1.250 0.438 -0.563
C -0.858 -0.872 0.229
C -0.622 -0.789 -2.205
C 0.043 -0.863 -0.900
F 0.813 -2.051 -0.932
H 3.821 3.225 0.263
H -3.880 -1.236 2.665
H 4.381 0.901 0.988
H 1.867 3.684 -0.887
H -3.333 0.859 1.724
H -2.578 -3.256 1.974
H 2.378 -0.989 0.344
H 0.124 1.852 -1.555
H -1.475 1.266 0.040
H -0.580 -2.848 0.415
H 0.140 -1.019 -2.932
H -0.809 0.344 -2.296
H -1.590 -1.361 -2.280
```